1.
117
Properties=species:S:1:pos:R:3 method="wB97M-V/def2-TZVPD" total_energy_ev=-65129.0237 max_force_ev_per_a=0.4 orbital_gap_ev=5.061 charge=-2 relative_energy_kcal_mol=0.0
Cs -0.40314 -0.77680 0.59602
C 5.16414 -1.98763 2.65749
C 5.31416 -2.41105 1.19435
C 3.99667 -2.51431 0.48934
C 3.23539 -3.62395 0.28621
C 3.55784 -5.04394 0.63134
C 4.03814 -5.85195 -0.57595
C 2.02231 -3.16391 -0.39446
N 2.06632 -1.83306 -0.57798
C 3.22765 -1.39245 -0.05000
C 3.60731 -0.05159 0.00810
C 2.88192 1.07100 -0.42331
C 3.43224 2.41801 -0.53379
C 4.78472 2.85760 -0.06562
C 4.84406 3.04543 1.45216
C 2.45835 3.17549 -1.11949
C 1.33309 2.27389 -1.34951
C 0.14743 2.63382 -2.01383
C -0.90195 1.80816 -2.40799
N -1.00721 0.49191 -2.12269
C -2.09136 0.03137 -2.76515
C -2.50392 -1.31410 -2.79605
C -1.80264 -2.42514 -2.32185
N -0.54527 -2.39004 -1.84828
C -0.25361 -3.62896 -1.39631
C 0.93637 -3.99345 -0.75426
C -1.38881 -4.53340 -1.62304
C -2.35531 -3.78275 -2.20865
C -3.71907 -4.20986 -2.65447
C -3.80118 -4.43505 -4.16592
C -1.47006 -5.96184 -1.18212
C -1.84867 -6.08896 0.29492
C -2.76646 1.12155 -3.47903
C -2.01993 2.23464 -3.25615
C -2.22687 3.61043 -3.80967
C -1.39149 3.87022 -5.06557
C -4.03286 1.00121 -4.26896
C -5.27817 0.98322 -3.37919
N 1.61232 1.04334 -0.87964
C 2.53153 4.61457 -1.53174
C 2.91307 4.78556 -3.00388
H 6.13490 -1.89826 3.15365
H 4.65148 -1.02695 2.72448
H 4.56077 -2.71379 3.20533
H 5.95418 -1.69076 0.67489
H 5.83791 -3.37147 1.14595
H 4.32382 -5.06932 1.41323
H 2.67426 -5.52740 1.05966
H 4.95096 -5.41728 -0.98884
H 4.24093 -6.89284 -0.30733
H 3.28700 -5.83963 -1.36700
H 4.59955 0.14748 0.40576
H 5.53789 2.12335 -0.36794
H 5.06035 3.79585 -0.55803
H 4.58418 2.11669 1.96267
H 5.84029 3.35345 1.78248
H 4.12594 3.80195 1.77531
H 0.07111 3.67568 -2.31396
H -3.47953 -1.49968 -3.23675
H 1.02144 -5.03677 -0.46371
H -4.00825 -5.12796 -2.13406
H -4.45264 -3.45286 -2.36177
H -3.11313 -5.22580 -4.47215
H -4.81144 -4.71625 -4.47721
H -3.51530 -3.52999 -4.70415
H -2.20196 -6.49745 -1.79597
H -0.50930 -6.45711 -1.35525
H -2.82887 -5.64628 0.47977
H -1.87408 -7.13527 0.61305
H -1.13923 -5.55136 0.92512
H -3.28655 3.76070 -4.04017
H -1.97547 4.35482 -3.04833
H -1.66293 3.16758 -5.85614
H -1.53336 4.88738 -5.44233
H -0.33113 3.72488 -4.85347
H -4.10779 1.83123 -4.97913
H -4.00587 0.08838 -4.87199
H -5.34988 1.91017 -2.80684
H -6.19350 0.86819 -3.96698
H -5.22499 0.16466 -2.66014
H 1.56842 5.10187 -1.35016
H 3.25755 5.14239 -0.90461
H 2.19700 4.26825 -3.64433
H 2.94034 5.83946 -3.29548
H 3.89512 4.34825 -3.19568
C -3.88931 2.20514 4.88076
N -3.04325 3.30826 4.45557
C -3.81957 4.51618 4.22811
C -2.07451 2.97588 3.49379
N -1.91705 1.84396 2.94322
N -1.22415 4.04463 3.22226
C -0.16361 4.12643 2.31166
N -0.09232 3.13954 1.39636
N 0.60625 5.15430 2.44460
H -4.40196 2.50117 5.79810
H -3.31351 1.29904 5.06193
H -4.64442 1.95419 4.12323
H -4.28780 4.82252 5.16573
H -4.61537 4.34675 3.48785
H -3.19807 5.33174 3.87004
H -2.58497 1.11642 3.21210
H -1.15086 4.76087 3.92465
H -0.66046 2.31504 1.56360
H 0.68506 3.09582 0.75488
H 1.33759 5.11112 1.73986
N 0.68692 0.09734 3.59566
C 0.46223 -0.91154 4.62763
C -0.98574 -0.91057 5.08460
C -2.00765 -1.29939 3.98370
O -1.69735 -2.24848 3.24254
O -3.07119 -0.61992 3.96442
H 1.61326 0.49770 3.61737
H -0.00650 0.83761 3.61352
H 1.11196 -0.75088 5.50152
H 0.69198 -1.90075 4.22012
H -1.24929 0.07247 5.48874
H -1.10360 -1.63793 5.89506


2.
24
Properties=species:S:1:pos:R:3 method="wB97M-V/def2-TZVPD" total_energy_ev=-26496.2220 max_force_ev_per_a=1.6 orbital_gap_ev=8.730 relative_energy_kcal_mol=38.7
C -1.26808 2.59183 0.16634
C -2.24538 1.65687 0.48302
C -0.20484 2.31104 -0.69324
C -2.21317 0.36146 -0.02566
C -0.20585 1.05370 -1.23721
C -1.17389 0.09350 -0.89241
C -0.44370 -0.95239 -1.63378
C 0.54324 0.11484 -2.15804
C 0.68426 -1.85635 1.56336
C 2.05509 -1.95388 0.91070
C 1.29911 0.41839 1.66468
O -0.45852 -2.15214 -1.66579
O 0.41716 -0.47035 1.89326
S 2.70317 -0.22308 0.94936
H -1.34194 3.57226 0.61087
H -3.04020 1.94692 1.15524
H 0.56221 3.04386 -0.89336
H -2.95547 -0.37305 0.25023
H 0.42812 0.33958 -3.21847
H 1.59410 -0.07113 -1.94070
H -0.10793 -2.18024 0.88611
H 0.61844 -2.41674 2.49896
H 2.75140 -2.58814 1.45505
H 2.00264 -2.26678 -0.12849


3.
58
Properties=species:S:1:pos:R:3 method="wB97M-V/def2-TZVPD" smiles="CCN(CC(=O)Nc1ccc(N2CCOCC2)cc1)Cc1nc2ccccc2c(=O)[nH]1" total_energy_ev=-37883.4412 max_force_ev_per_a=0.8 orbital_gap_ev=7.835 relative_energy_kcal_mol=29.8
C -4.63086 -3.53005 -1.17114
C -3.54697 -2.49245 -1.46856
N -2.45496 -2.41312 -0.51014
C -1.71799 -3.65078 -0.32036
C -0.30878 -3.33887 0.19828
O 0.24915 -4.02032 1.03050
N 0.18756 -2.22468 -0.38930
C 1.36907 -1.51774 -0.11751
C 1.55461 -0.28482 -0.73438
C 2.68188 0.46979 -0.48607
C 3.67100 0.02195 0.39640
N 4.77879 0.78496 0.73594
C 6.08692 0.16659 0.83176
C 6.80524 0.24797 -0.52404
O 6.92245 1.58060 -0.96954
C 5.65488 2.19433 -1.07886
C 4.91830 2.14799 0.26580
C 3.46582 -1.22044 1.01110
C 2.34429 -1.98033 0.75986
C -2.83662 -1.79732 0.75822
C -2.96164 -0.31140 0.56884
N -4.11904 0.23615 0.55056
C -4.19789 1.59115 0.33632
C -5.45625 2.20131 0.33300
C -5.56434 3.55549 0.11237
C -4.42907 4.33337 -0.11134
C -3.18234 3.75004 -0.11271
C -3.05294 2.37844 0.11083
C -1.73852 1.74250 0.11915
O -0.67120 2.28421 -0.07574
N -1.79881 0.37779 0.38080
H -5.38772 -3.49162 -1.94960
H -4.21342 -4.53377 -1.14579
H -5.11376 -3.32628 -0.21906
H -3.10014 -2.70852 -2.44450
H -4.00205 -1.50011 -1.51557
H -1.61756 -4.15030 -1.28800
H -2.19329 -4.35035 0.38098
H -0.43696 -1.79275 -1.06215
H 0.81198 0.09506 -1.42257
H 2.77331 1.41590 -0.99331
H 6.00538 -0.87502 1.13363
H 6.66963 0.71158 1.58228
H 7.82365 -0.13677 -0.44905
H 6.24420 -0.34680 -1.26329
H 5.84212 3.22309 -1.39056
H 5.06014 1.68108 -1.85022
H 3.94437 2.63003 0.20238
H 5.52089 2.68412 1.00826
H 4.18505 -1.59372 1.72321
H 2.20867 -2.92791 1.25368
H -2.05067 -2.00111 1.49026
H -3.78762 -2.17902 1.14991
H -6.32426 1.58571 0.50773
H -6.53824 4.02265 0.11232
H -4.53119 5.39428 -0.28277
H -2.28564 4.32700 -0.28170
H -0.91003 -0.10900 0.42684


4.
9
Properties=species:S:1:pos:R:3 method="wB97M-V/def2-TZVPD" total_energy_ev=-24449.1655 max_force_ev_per_a=0.7 orbital_gap_ev="7.903 / 7.257" relative_energy_kcal_mol=76.7
C 0.49753 1.02978 0.36108
C -0.47304 -1.68767 -0.36087
C 0.30631 1.56559 -0.81821
F 0.49306 2.83396 -1.16274
P -0.63164 -1.52316 -1.99531
P 0.42925 -0.69297 0.88496
H 0.85216 1.62819 1.20637
H -0.79828 -2.59832 0.13684
H -0.67537 -0.55539 1.74786


Repeat the third record exactly.
58
Properties=species:S:1:pos:R:3 method="wB97M-V/def2-TZVPD" smiles="CCN(CC(=O)Nc1ccc(N2CCOCC2)cc1)Cc1nc2ccccc2c(=O)[nH]1" total_energy_ev=-37883.4412 max_force_ev_per_a=0.8 orbital_gap_ev=7.835 relative_energy_kcal_mol=29.8
C -4.63086 -3.53005 -1.17114
C -3.54697 -2.49245 -1.46856
N -2.45496 -2.41312 -0.51014
C -1.71799 -3.65078 -0.32036
C -0.30878 -3.33887 0.19828
O 0.24915 -4.02032 1.03050
N 0.18756 -2.22468 -0.38930
C 1.36907 -1.51774 -0.11751
C 1.55461 -0.28482 -0.73438
C 2.68188 0.46979 -0.48607
C 3.67100 0.02195 0.39640
N 4.77879 0.78496 0.73594
C 6.08692 0.16659 0.83176
C 6.80524 0.24797 -0.52404
O 6.92245 1.58060 -0.96954
C 5.65488 2.19433 -1.07886
C 4.91830 2.14799 0.26580
C 3.46582 -1.22044 1.01110
C 2.34429 -1.98033 0.75986
C -2.83662 -1.79732 0.75822
C -2.96164 -0.31140 0.56884
N -4.11904 0.23615 0.55056
C -4.19789 1.59115 0.33632
C -5.45625 2.20131 0.33300
C -5.56434 3.55549 0.11237
C -4.42907 4.33337 -0.11134
C -3.18234 3.75004 -0.11271
C -3.05294 2.37844 0.11083
C -1.73852 1.74250 0.11915
O -0.67120 2.28421 -0.07574
N -1.79881 0.37779 0.38080
H -5.38772 -3.49162 -1.94960
H -4.21342 -4.53377 -1.14579
H -5.11376 -3.32628 -0.21906
H -3.10014 -2.70852 -2.44450
H -4.00205 -1.50011 -1.51557
H -1.61756 -4.15030 -1.28800
H -2.19329 -4.35035 0.38098
H -0.43696 -1.79275 -1.06215
H 0.81198 0.09506 -1.42257
H 2.77331 1.41590 -0.99331
H 6.00538 -0.87502 1.13363
H 6.66963 0.71158 1.58228
H 7.82365 -0.13677 -0.44905
H 6.24420 -0.34680 -1.26329
H 5.84212 3.22309 -1.39056
H 5.06014 1.68108 -1.85022
H 3.94437 2.63003 0.20238
H 5.52089 2.68412 1.00826
H 4.18505 -1.59372 1.72321
H 2.20867 -2.92791 1.25368
H -2.05067 -2.00111 1.49026
H -3.78762 -2.17902 1.14991
H -6.32426 1.58571 0.50773
H -6.53824 4.02265 0.11232
H -4.53119 5.39428 -0.28277
H -2.28564 4.32700 -0.28170
H -0.91003 -0.10900 0.42684